# 1
Molecular formula: C25H26AsBr2FNO7PS2Sn
Method: DFT, ωB97M-V with the def2-TZVPD basis set

For the LUMO energy, the calculation gives 3.938 eV. As for the total charge: -2. For the electronic energy, the calculation gives -10385.49683 a.u. Its HOMO energy is -1.33 eV. Its spin multiplicity is 1. The HOMO-LUMO gap comes out at 5.3 eV.

Each line ends with the Mulliken charge.
Cartesian coordinates (Å):
Sn 0.255 0.245 -0.711  1.245
S 2.131 -3.994 0.654  -0.351
C 3.441 -2.898 0.829  -0.336
C 3.148 -1.656 0.359  -0.789
C 1.829 -1.507 -0.176  -0.527
C 1.161 -2.696 -0.057  0.708
C -0.213 -2.929 -0.428  0.048
C -0.806 -4.199 -0.507  -0.905
C -2.121 -4.301 -0.908  -0.526
C -2.839 -3.146 -1.202  -0.867
C -2.199 -1.926 -1.084  -0.643
N -0.925 -1.830 -0.716  0.770
H 4.356 -3.251 1.283  0.445
H 3.876 -0.858 0.409  0.279
H -0.214 -5.074 -0.272  0.432
H -2.587 -5.276 -0.998  0.392
H -3.870 -3.196 -1.522  0.421
H -2.698 -0.977 -1.247  0.390
Br 4.421 -0.056 -2.887  -0.191
C 3.519 1.558 -2.375  0.414
Br 3.725 1.946 -0.509  -0.147
H 2.465 1.454 -2.584  -0.549
H 3.974 2.368 -2.930  0.453
O -3.597 3.263 0.330  -0.605
As -2.507 2.168 1.237  0.536
O -3.163 2.232 2.758  -0.889
O -2.460 0.642 0.651  -0.325
C -0.842 3.191 1.269  0.059
C -0.297 3.433 2.527  -0.097
C 0.821 4.231 2.684  -0.608
C 1.392 4.849 1.580  -0.534
C 0.871 4.617 0.322  -0.980
C -0.226 3.777 0.160  0.258
S -0.494 3.307 -1.542  1.244
O 0.823 2.681 -1.836  -0.539
O -0.678 4.527 -2.307  -0.806
O -1.563 2.342 -1.639  -0.493
H -4.251 3.485 1.009  0.254
H -0.772 2.969 3.382  0.452
H 1.252 4.380 3.667  0.345
H 2.263 5.484 1.693  0.352
H 1.314 5.047 -0.567  0.389
C -0.737 0.167 4.920  -1.327
P -0.404 -0.692 3.343  1.273
C -2.030 -1.296 2.844  -0.842
C 0.550 -2.187 3.782  -0.995
O 0.342 0.163 2.394  -0.645
H -1.138 -0.506 5.678  0.405
H -1.480 0.936 4.688  0.265
H 0.180 0.642 5.266  0.342
H -2.475 -1.939 3.607  0.488
H -1.927 -1.828 1.900  -0.001
H -2.652 -0.416 2.665  0.261
H 0.108 -2.742 4.611  0.384
H 1.568 -1.880 4.025  0.297
H 0.593 -2.822 2.897  0.138
F -0.067 -1.595 -6.965  -0.386
C 0.060 -1.215 -5.653  0.499
C -0.280 0.067 -5.288  -0.767
C -0.150 0.435 -3.951  -0.004
C 0.314 -0.451 -2.970  0.181
C 0.650 -1.735 -3.410  -0.074
C 0.525 -2.135 -4.736  -0.870
H -0.649 0.759 -6.037  0.428
H -0.423 1.439 -3.656  0.162
H 1.027 -2.457 -2.692  0.196
H 0.778 -3.138 -5.059  0.414

---

# 2
Molecular formula: C25H26CaN7O4S2
Method: DFT, ωB97M-V with the def2-TZVPD basis set

The value obtained for the relative energy (zero: lowest compared OMol25 entry of this formula, charge and spin) is 17.60 kcal/mol. For the LUMO energy, the calculation gives 1.989 eV. As for the total charge: -1. For the electronic energy, the calculation gives -3126.78612 a.u. Its HOMO energy is -3.84 eV. Its spin multiplicity is 1. The HOMO-LUMO gap comes out at 5.8 eV.

Each line ends with the Mulliken charge.
Cartesian coordinates (Å):
Ca -0.054 -0.189 -0.461  1.018
C 1.167 -3.107 -0.743  -1.268
N -0.247 -2.669 -0.623  1.484
C -0.819 -3.124 0.665  -1.230
C -2.066 -2.350 1.061  -1.012
N -1.796 -0.944 1.421  1.709
C -1.072 -0.847 2.707  -0.943
C -3.013 -0.156 1.529  -1.128
C -4.168 -0.742 2.046  -0.284
C -5.332 -0.017 2.248  -0.933
C -5.342 1.339 1.947  -0.554
C -4.202 1.930 1.426  -0.585
C -3.019 1.209 1.193  1.059
S -1.682 2.048 0.418  -0.357
C -1.050 -3.150 -1.753  -0.682
C -0.995 -4.506 -2.078  -0.376
C -1.706 -5.038 -3.137  -0.855
C -2.502 -4.183 -3.896  -0.503
C -2.579 -2.840 -3.573  -0.575
C -1.867 -2.271 -2.493  0.627
S -2.092 -0.571 -2.131  -0.408
H 1.279 -4.192 -0.644  0.380
H 1.753 -2.631 0.041  0.196
H 1.552 -2.787 -1.706  0.396
H -0.051 -3.024 1.430  0.503
H -1.094 -4.182 0.609  0.299
H -2.519 -2.892 1.902  0.375
H -2.767 -2.349 0.227  0.538
H -1.624 -1.364 3.506  0.274
H -0.963 0.203 2.972  0.404
H -0.071 -1.269 2.633  0.111
H -4.166 -1.793 2.308  0.243
H -6.213 -0.505 2.649  0.380
H -6.237 1.930 2.109  0.339
H -4.201 2.980 1.161  0.402
H -0.379 -5.169 -1.478  0.227
H -1.634 -6.093 -3.372  0.374
H -3.064 -4.570 -4.740  0.349
H -3.199 -2.171 -4.157  0.400
O 0.616 3.782 2.289  -0.501
C 0.868 2.634 1.628  0.438
O 1.136 1.610 2.200  -0.544
C 1.106 2.854 0.154  -0.045
C 1.052 4.093 -0.444  -0.524
C 1.339 4.175 -1.803  -0.442
C 1.716 3.039 -2.492  -0.776
C 1.723 1.828 -1.814  0.736
N 1.397 1.737 -0.520  -0.173
C 2.090 0.506 -2.483  0.207
O 2.949 0.547 -3.362  -0.758
O 1.456 -0.495 -2.016  -0.683
H 0.476 3.521 3.208  0.356
H 0.783 4.960 0.142  0.534
H 1.287 5.131 -2.310  0.412
H 1.981 3.053 -3.540  0.474
N 6.670 -1.903 2.168  -0.427
C 5.325 -1.712 2.094  0.587
N 4.891 -0.659 1.367  -0.358
N 4.542 -2.537 2.715  -0.758
C 3.232 -2.403 2.557  0.513
N 2.094 -2.252 2.399  -0.509
H 7.284 -1.127 1.994  0.225
H 6.966 -2.577 2.851  0.261
H 5.512 -0.193 0.730  0.241
H 3.903 -0.597 1.166  0.120

---

# 3
Molecular formula: C25H26Cl5IN2Ru
Method: DFT, ωB97M-V with the def2-TZVPD basis set

The value obtained for the relative energy (zero: lowest compared OMol25 entry of this formula, charge and spin) is 78.16 kcal/mol. For the LUMO energy (alpha / beta), the calculation gives -5.037 / -5.040 eV. As for the total charge: +1. For the electronic energy, the calculation gives -3770.98106 a.u. Its HOMO energy (alpha / beta) is -10.38 / -11.31 eV. Its spin multiplicity is 2. The HOMO-LUMO gap (alpha / beta) comes out at 5.3 / 6.3 eV.

Each line ends with the Mulliken charge.
Cartesian coordinates (Å):
Ru 0.491 0.746 -0.212  0.725
Cl 0.426 3.150 -0.816  -0.266
C -1.309 2.728 -0.733  1.903
C -1.488 1.401 -0.403  -1.563
C -2.819 1.042 -0.234  1.137
Cl -3.226 -0.555 0.309  -0.203
C -3.867 1.948 -0.442  -0.542
Cl -5.495 1.452 -0.241  -0.154
C -3.598 3.269 -0.812  1.002
Cl -4.873 4.381 -1.079  -0.159
C -2.276 3.687 -0.951  -1.007
Cl -1.862 5.294 -1.366  -0.157
C 7.210 -1.684 0.319  -2.069
C 6.858 -0.197 0.277  1.921
C 7.548 0.442 -0.937  -1.577
C 7.362 0.467 1.567  -1.555
C 5.359 0.033 0.162  0.402
C 4.845 1.330 0.109  -0.781
C 3.488 1.533 -0.003  -0.652
N 2.611 0.525 -0.070  -0.332
C 3.080 -0.729 -0.015  -0.623
C 4.435 -1.002 0.101  0.789
C 2.029 -1.768 -0.103  -1.082
C 2.308 -3.122 -0.149  0.856
C 1.288 -4.063 -0.273  0.576
C -0.006 -3.558 -0.343  -0.663
C -0.229 -2.200 -0.294  -0.820
N 0.762 -1.306 -0.173  -0.492
C 1.550 -5.559 -0.343  1.913
C 0.881 -6.246 0.859  -1.447
C 3.045 -5.877 -0.317  -2.157
C 0.952 -6.105 -1.649  -1.641
H 8.291 -1.794 0.399  0.419
H 6.896 -2.202 -0.590  0.428
H 6.766 -2.184 1.182  0.427
H 8.625 0.287 -0.867  0.454
H 7.371 1.517 -0.987  0.336
H 7.200 -0.006 -1.869  0.378
H 8.437 0.311 1.661  0.452
H 6.878 0.038 2.446  0.379
H 7.182 1.543 1.569  0.340
H 5.497 2.191 0.157  0.464
H 3.075 2.531 -0.040  0.406
H 4.768 -2.027 0.142  0.465
H 3.335 -3.445 -0.101  0.376
H -0.858 -4.218 -0.433  0.571
H -1.224 -1.785 -0.340  0.222
H 1.281 -5.869 1.802  0.381
H 1.078 -7.318 0.812  0.452
H -0.201 -6.109 0.872  0.250
H 3.517 -5.540 0.608  0.426
H 3.571 -5.435 -1.166  0.452
H 3.181 -6.957 -0.376  0.417
H -0.126 -5.952 -1.698  0.347
H 1.137 -7.177 -1.713  0.459
H 1.406 -5.628 -2.519  0.394
I -2.404 -5.103 3.233  0.078
C -2.353 -3.385 2.162  -0.902
H -1.962 -2.500 2.637  0.443
H -2.955 -3.335 1.269  0.401

---

# 4
Molecular formula: C25H26F5N2O4RuS
Method: DFT, ωB97M-V with the def2-TZVPD basis set

For the LUMO energy (alpha / beta), the calculation gives -1.562 / -1.143 eV. As for the total charge: 0. For the electronic energy, the calculation gives -2371.11114 a.u. Its HOMO energy (alpha / beta) is -8.20 / -8.12 eV. Its spin multiplicity is 2. The HOMO-LUMO gap (alpha / beta) comes out at 6.6 / 7.0 eV.

Each line ends with the Mulliken charge.
Cartesian coordinates (Å):
Ru 0.137 -1.417 0.097  0.349
S -1.790 0.586 3.715  -0.394
C -1.150 1.907 2.754  0.989
C -1.270 3.256 2.991  -0.608
C -0.669 4.143 2.103  -0.704
C 0.052 3.669 1.011  -1.119
C 0.210 2.318 0.785  0.182
C -0.413 1.402 1.651  -1.257
N -0.367 0.064 1.574  0.679
C -1.081 -0.547 2.571  1.092
C -1.120 -1.939 2.646  0.519
C -1.705 -2.656 3.717  -1.048
C -1.516 -4.013 3.812  -0.731
C -0.779 -4.697 2.848  -0.626
C -0.291 -4.017 1.727  -0.279
C -0.464 -2.661 1.593  0.054
H -1.820 3.613 3.847  0.434
H -0.764 5.205 2.266  0.425
H 0.501 4.377 0.330  0.461
H 0.784 1.944 -0.050  0.548
H -2.266 -2.110 4.461  0.443
H -1.931 -4.554 4.651  0.396
H -0.593 -5.755 2.958  0.442
H 0.235 -4.586 0.972  0.463
C 3.847 0.727 1.469  -1.603
C 3.393 -0.584 0.851  1.710
C 4.498 -1.636 0.792  -1.892
O 2.294 -1.129 1.548  -0.500
C 2.969 -0.320 -0.695  0.245
O 3.639 0.487 -1.305  -0.702
O 2.013 -1.023 -1.068  -0.629
H 4.242 0.559 2.471  0.442
H 3.014 1.429 1.530  0.300
H 4.620 1.173 0.850  0.382
H 4.882 -1.823 1.795  0.447
H 5.308 -1.291 0.156  0.375
H 4.095 -2.566 0.395  0.388
H 1.884 -0.434 2.084  0.244
O -0.483 0.265 -1.310  0.348
C -0.611 0.455 -2.514  -0.472
C 0.434 1.120 -3.357  -0.619
C 0.077 2.623 -3.234  -0.256
C -1.405 3.010 -3.416  -0.998
C -2.361 2.561 -2.290  -0.017
C -2.871 1.115 -2.464  -0.773
N -1.831 0.331 -3.117  0.115
H 0.373 0.789 -4.394  0.442
H 1.439 0.942 -2.977  0.058
H 0.661 3.164 -3.981  0.503
H 0.395 2.973 -2.250  0.018
H -1.775 2.658 -4.382  0.327
H -1.433 4.101 -3.449  0.444
H -3.219 3.234 -2.257  0.505
H -1.840 2.650 -1.333  -0.139
H -3.762 1.078 -3.090  0.528
H -3.094 0.661 -1.497  0.087
H -1.812 0.446 -4.121  0.390
F -0.108 -2.247 -2.563  -0.293
C -0.394 -2.811 -1.340  0.303
F 0.191 -4.044 -1.393  -0.318
C -1.918 -3.016 -1.317  0.673
F -2.472 -3.281 -2.502  -0.305
F -2.287 -3.993 -0.490  -0.251
F -2.522 -1.884 -0.866  -0.220